# 1
Density functional theory data (ωB97M-V/def2-TZVPD) for 2 unconnected molecules or ions with the total composition CHBrN2O3 at a distorted geometry.

Last column: natural (NBO) charge in e.
CARTESIAN COORDINATES (ANGSTROEM)
1 C -0.4997 0.0908 0.7505  -0.25
2 N 0.7319 1.5681 -0.7504  0.33
3 N -0.1378 -0.8554 -0.1089  0.36
4 O 1.1731 -0.7979 -0.1783  -0.43
5 O 1.4059 0.7882 -1.2460  0.00
6 O -0.7991 -1.6208 -0.7476  -0.43
7 Br -2.2748 0.2737 1.0259  0.17
8 H 0.4005 0.5534 1.2547  0.27

Calculated values
- max |F| (eV Å⁻¹) = 4.75
- HOMO-LUMO gap (alpha / beta) (eV) = 7.28 / 7.20
- LUMO energy (alpha / beta) (eV) = -1.778 / -1.862

=====

# 2
Density functional theory data (ωB97M-V/def2-TZVPD) for CHBrS in the gas phase at a distorted geometry.

Last column: natural (NBO) charge in e.
CARTESIAN COORDINATES (ANGSTROEM)
1 C 0.2815 -0.0117 -0.0626  -0.36
2 S 0.6570 -1.5523 -0.0226  0.20
3 Br -1.6258 0.6247 -0.0210  -0.04
4 H 0.6873 0.9393 0.1062  0.21

Calculated values
- max |F| (eV Å⁻¹) = 2.90
- HOMO-LUMO gap (eV) = 8.57
- SMILES string = S=CBr
- LUMO energy (eV) = -1.004

=====

# 3
Density functional theory data (ωB97M-V/def2-TZVPD) for CHCl2F2P in the gas phase at a distorted geometry.

Last column: natural (NBO) charge in e.
CARTESIAN COORDINATES (ANGSTROEM)
1 C 0.2365 0.4844 -0.4168  -0.62
2 F -0.1239 -2.0848 0.4000  -0.58
3 F -1.4908 -0.2318 1.1712  -0.58
4 P 0.0652 -0.5877 1.1576  1.50
5 Cl 1.6022 -0.1370 -1.3538  0.01
6 Cl 0.5385 2.1830 -0.0126  0.01
7 H -0.8277 0.3739 -0.9456  0.27

Calculated values
- max |F| (eV Å⁻¹) = 2.74
- HOMO-LUMO gap (eV) = 10.94
- SMILES string = FP(F)C(Cl)Cl
- LUMO energy (eV) = 0.436

=====

# 4
Density functional theory data (ωB97M-V/def2-TZVPD) for 2 unconnected molecules or ions with the total composition CHCl2NO at a distorted geometry.

Last column: natural (NBO) charge in e.
CARTESIAN COORDINATES (ANGSTROEM)
1 C -0.7354 -0.4691 0.3854  0.06
2 N -1.0499 -0.7766 -0.6987  -0.04
3 O -1.1841 -1.0449 -1.8723  -0.16
4 Cl -0.6885 -0.2295 1.9815  0.14
5 Cl 1.8810 1.2525 0.6970  -0.24
6 H 1.7769 1.2677 -0.4928  0.24

Calculated values
- 2S+1 = 3
- max |F| (eV Å⁻¹) = 5.91
- HOMO-LUMO gap (alpha / beta) (eV) = 6.14 / 6.92
- LUMO energy (alpha / beta) (eV) = 0.792 / -3.163

=====

Q: Which value of max |F| does entry 4 give?
A: 5.91 eV Å⁻¹